Run A
ORCA calculation (ωB97M-V with the def2-TZVPD basis set) on one molecule with the formula C5H5Cl2N.

HOMO level = -8.8 eV
orbital gap = 9.340 eV
SMILES = NC1C=C(Cl)C(Cl)=C1
lowest unoccupied orbital energy = 0.51 eV

Last column: Mulliken charge in e.
Cartesian coordinates (Å):
Cl: 2.830 -1.525 0.117  -0.190
C: 1.349 0.805 -0.109  0.322
Cl: 2.683 1.776 0.145  -0.184
C: -0.811 -0.030 -0.394  0.252
C: 0.141 -1.201 -0.156  -0.630
N: -1.881 0.226 0.591  -0.643
H: -1.437 0.285 1.525  0.279
H: -0.243 -2.238 -0.094  0.355
H: -1.256 -0.170 -1.379  0.346
H: -2.539 -0.586 0.635  0.245
C: 1.366 -0.689 -0.063  0.263
C: 0.105 1.190 -0.358  -0.870
H: -0.306 2.157 -0.460  0.453

=====

Run B
ORCA calculation (ωB97M-V with the def2-TZVPD basis set) on one molecule with the formula C5H5Cl2N.

HOMO level (spin up / spin down) = -9.2 / -9.0 eV
orbital gap (spin up / spin down) = 7.974 / 7.798 eV
SMILES = C/C(C#N)=C(/Cl)CCl
lowest unoccupied orbital energy (spin up / spin down) = -1.20 / -1.24 eV

Last column: Mulliken charge in e.
Cartesian coordinates (Å):
H: -0.414 -1.959 -1.323  0.303
Cl: 0.249 -2.606 0.726  -0.193
H: -2.150 0.719 0.092  0.310
H: -1.395 -0.450 1.164  0.299
N: 0.971 3.265 -0.063  -0.384
C: -1.373 0.544 0.754  -1.255
C: -0.055 0.945 0.212  0.592
C: 0.499 -1.611 -0.814  -0.579
H: 1.424 -2.040 -1.233  0.308
C: 0.512 2.239 0.110  0.073
C: 0.888 -0.218 -0.555  0.289
Cl: 2.558 0.190 -0.734  -0.160
H: -1.714 0.982 1.664  0.396

=====

Winner for stability: run A

=====

Run A
ORCA calculation (ωB97M-V with the def2-TZVPD basis set) on a 2-piece molecular cluster, C4H14N2O overall.

spin multiplicity = 2
HOMO level (spin up / spin down) = -7.0 / -11.7 eV
charge = +1
orbital gap (spin up / spin down) = 3.568 / 8.131 eV
lowest unoccupied orbital energy (spin up / spin down) = -3.45 / -3.60 eV

Last column: Mulliken charge in e.
Cartesian coordinates (Å):
H: 2.169 2.220 -1.508  0.407
H: 2.870 0.783 -1.778  0.368
C: -2.541 0.594 -0.081  -1.267
H: 2.504 1.289 -0.163  0.350
C: 0.741 0.759 -1.250  -0.521
H: 0.225 1.490 -1.836  0.272
N: -1.276 -1.499 0.343  -0.355
O: 0.895 -1.674 2.208  -0.651
H: 1.599 -2.281 1.983  0.299
N: 2.177 1.275 -1.142  -0.254
H: -3.464 -0.025 0.026  0.239
H: 0.790 -0.172 -1.837  0.353
H: -2.749 1.614 -0.431  0.280
C: -1.324 -0.008 -0.087  0.302
C: -0.002 0.608 0.126  -0.790
H: -1.299 -2.038 -0.529  0.452
H: -2.057 -1.893 0.890  0.371
H: 0.567 0.284 1.012  0.392
H: 0.786 -1.246 3.056  0.293
H: -0.331 -1.754 0.685  0.209
H: -0.279 1.673 0.313  0.250

=====

Run B
ORCA calculation (ωB97M-V with the def2-TZVPD basis set) on a 2-piece molecular cluster, C4H14N2O overall.

spin multiplicity = 2
HOMO level (spin up / spin down) = -14.0 / -13.9 eV
charge = +1
orbital gap (spin up / spin down) = 10.908 / 5.537 eV
lowest unoccupied orbital energy (spin up / spin down) = -3.10 / -8.35 eV

Last column: Mulliken charge in e.
Cartesian coordinates (Å):
C: 2.182 -0.560 0.209  -0.892
H: 0.551 1.847 -1.148  0.353
H: -1.786 -1.203 1.942  0.273
N: -2.287 -0.557 1.327  -0.533
H: 2.267 -1.583 -0.243  0.363
H: 0.071 -1.603 -0.976  0.496
H: -0.992 2.520 -0.028  0.360
H: -0.408 1.364 0.824  0.325
N: 0.860 0.087 -0.156  0.062
H: -2.061 -1.436 -0.549  0.334
H: 1.782 0.732 -1.826  0.364
C: -0.140 -0.997 -0.038  -0.563
H: 2.370 -0.602 1.303  0.350
O: -0.799 2.303 0.965  -0.603
H: -1.909 0.289 -0.521  0.376
H: -2.030 0.273 1.854  0.292
H: 0.131 -1.638 0.813  0.476
H: 0.068 0.537 -2.307  0.349
C: 0.714 0.750 -1.425  -0.848
C: -1.617 -0.619 0.030  -0.747
H: 3.034 0.099 -0.052  0.415

=====

Run C
ORCA calculation (ωB97M-V with the def2-TZVPD basis set) on a 2-piece molecular cluster, C4H14N2O overall.

spin multiplicity = 2
HOMO level (spin up / spin down) = -13.5 / -13.4 eV
charge = +1
orbital gap (spin up / spin down) = 10.507 / 5.863 eV
lowest unoccupied orbital energy (spin up / spin down) = -2.98 / -7.55 eV

Last column: Mulliken charge in e.
Cartesian coordinates (Å):
N: -0.185 -0.191 -2.046  -0.431
H: -0.501 -1.244 3.966  0.322
C: -0.709 0.177 -0.756  -0.647
H: 0.030 0.636 -2.591  0.295
H: 2.959 1.890 1.085  0.320
N: 1.396 0.781 0.222  0.010
H: -1.638 -0.338 -0.476  0.440
H: -1.599 -1.722 -2.672  0.347
C: 0.253 -0.142 0.412  -0.271
H: 1.180 1.553 -0.418  0.335
H: -0.992 1.238 -0.617  0.406
H: -0.786 -0.873 -3.933  0.332
H: 0.686 -1.146 0.317  0.251
C: 2.101 1.332 1.427  -0.819
H: 2.298 0.499 2.106  0.356
H: -2.126 -0.043 -3.003  0.372
C: -1.261 -0.709 -2.945  -1.017
H: -1.691 -1.838 3.242  0.328
O: -0.734 -1.807 3.219  -0.647
H: 1.376 1.933 2.012  0.382
H: -0.057 0.014 1.449  0.338

=====

Winner for stability: run C

=====

Run A
ORCA calculation (ωB97M-V with the def2-TZVPD basis set) on one molecule with the formula C19H25N3OS.

HOMO level = -8.4 eV
orbital gap = 9.059 eV
SMILES = Cc1cccc(NC(=O)CCC2CCN(Cc3nccs3)CC2)c1
lowest unoccupied orbital energy = 0.65 eV

Last column: Mulliken charge in e.
Cartesian coordinates (Å):
H: -0.145 -5.083 -4.064  0.332
H: -0.815 1.883 3.175  0.280
C: 0.012 -4.035 -1.009  -0.547
H: -0.920 -2.948 1.011  0.155
C: -2.217 1.407 0.854  -1.048
C: -0.574 4.735 0.415  -1.160
N: 1.456 4.291 -0.913  -0.453
H: 0.811 3.406 2.145  0.382
H: -2.274 -1.186 1.610  0.398
C: 0.512 -1.854 1.939  0.570
S: -0.509 4.956 -2.413  -0.127
H: -1.039 -2.364 3.336  0.484
C: 0.609 -4.600 -2.123  0.634
C: 0.733 -3.215 -0.142  0.634
H: -1.511 5.263 0.212  0.445
C: -0.226 1.525 2.329  -0.865
H: 3.713 -3.321 -1.713  0.376
C: -1.658 2.593 0.077  -0.625
C: -0.168 -5.484 -3.052  -1.463
H: -2.477 3.182 -0.346  0.459
C: -1.653 -0.582 2.278  -1.316
C: 0.996 4.550 -3.140  -0.233
H: -1.205 -5.571 -2.736  0.342
H: 0.651 0.998 2.703  0.410
H: -1.033 -4.233 -0.805  0.250
C: -0.577 -1.462 2.927  -1.220
N: -0.900 3.439 0.978  0.106
C: 0.246 2.723 1.508  -0.816
C: 0.229 4.658 -0.843  0.658
H: -0.456 0.195 0.666  0.112
N: 0.054 -2.684 0.959  0.009
H: 0.917 2.377 0.705  0.389
H: -2.815 0.784 0.186  0.424
H: 0.271 -6.480 -3.080  0.334
C: 2.075 -2.957 -0.400  -0.599
O: 1.651 -1.456 2.032  -0.646
C: 2.671 -3.522 -1.514  -0.682
H: -2.866 1.783 1.648  0.323
H: 1.113 4.576 -4.204  0.456
C: 1.952 -4.335 -2.369  -0.534
H: -0.099 -0.924 3.744  0.405
H: -0.008 5.292 1.167  0.409
H: -1.038 2.218 -0.757  0.334
C: -1.082 0.592 1.474  0.930
H: 2.926 3.934 -2.364  0.402
C: 1.907 4.226 -2.187  -0.546
H: -2.304 -0.194 3.064  0.479
H: 2.636 -2.325 0.266  0.542
H: 2.429 -4.770 -3.235  0.414

=====

Run B
ORCA calculation (ωB97M-V with the def2-TZVPD basis set) on one molecule with the formula C19H25N3OS.

HOMO level = -8.4 eV
orbital gap = 9.012 eV
SMILES = Cc1cccc(NC(=O)CCC2CCN(Cc3nccs3)CC2)c1
lowest unoccupied orbital energy = 0.58 eV

Last column: Mulliken charge in e.
Cartesian coordinates (Å):
N: -2.240 -0.679 -6.295  -0.597
H: 1.022 2.127 -3.763  0.502
C: -1.098 -0.244 -5.902  0.192
H: 1.540 -0.401 -1.056  0.200
C: 0.027 -1.324 1.030  -0.892
H: 2.477 1.490 7.942  0.324
H: 0.247 0.801 0.737  0.341
H: 1.511 -1.451 -3.407  0.438
H: 1.090 -1.569 1.092  0.316
H: 1.153 -0.111 2.832  0.179
C: -1.074 -0.274 5.275  -0.639
C: -0.178 -1.161 -2.093  -0.711
H: -0.613 1.559 -1.965  0.287
H: -1.245 -0.942 -2.174  0.166
H: -3.048 -1.752 -7.905  0.420
C: 0.428 1.241 -1.872  -0.680
H: -1.244 0.128 0.083  0.334
N: 0.454 0.165 -4.121  0.091
C: -2.153 -1.341 -7.474  -0.443
C: -0.554 -1.126 2.422  0.537
C: -0.173 -0.053 0.198  -1.019
H: -0.501 -2.158 0.568  0.430
H: -1.861 -0.851 4.821  0.531
C: 0.485 -0.125 -1.184  0.767
C: 0.975 1.224 6.447  0.644
H: 1.684 2.978 7.441  0.337
C: 1.089 0.768 5.144  -0.570
N: 0.271 -0.401 3.230  -0.041
H: 2.878 2.216 6.382  0.341
C: 0.074 0.021 4.550  0.619
S: 0.231 -0.627 -6.976  -0.070
H: -2.081 -0.049 7.139  0.373
H: -0.808 1.600 -4.921  0.513
H: -1.688 0.382 -3.978  0.076
C: 2.070 2.024 7.085  -1.450
H: 1.982 0.996 4.576  0.238
C: -0.179 0.922 7.162  -0.541
C: -0.839 0.536 -4.662  -0.147
H: -0.280 1.271 8.179  0.412
C: 1.067 1.156 -3.263  -1.233
H: -0.048 -1.848 -4.143  0.472
C: -0.905 -1.420 -7.999  -0.280
C: -1.188 0.181 6.577  -0.627
H: -0.587 -1.891 -8.907  0.437
H: -0.072 -2.163 -1.677  0.447
O: -1.639 -1.553 2.745  -0.651
H: 2.121 0.880 -3.157  0.402
H: 0.955 1.989 -1.277  0.453
C: 0.464 -1.141 -3.487  -1.229

=====

Run C
ORCA calculation (ωB97M-V with the def2-TZVPD basis set) on one molecule with the formula C19H25N3OS.

HOMO level = -8.8 eV
orbital gap = 8.645 eV
SMILES = CC(C)c1nc(SCC(=O)NC2CCCCC2)c2ccccc2n1
lowest unoccupied orbital energy = -0.12 eV

Last column: Mulliken charge in e.
Cartesian coordinates (Å):
H: 0.379 -4.028 -0.175  0.505
H: -3.294 1.072 0.810  0.292
H: -2.391 -1.440 1.791  0.437
H: -1.289 -0.646 0.681  -0.786
H: 1.441 -0.924 1.465  0.158
C: -0.753 0.184 -2.399  -0.045
H: -0.719 3.736 1.044  0.201
C: -1.211 1.721 -0.781  -0.022
C: -0.350 -1.310 2.499  -0.380
N: 0.764 -0.488 2.073  0.076
C: -2.792 1.994 1.097  -1.251
C: 2.029 1.502 1.570  -0.596
H: -0.812 -0.770 3.333  0.577
H: 2.915 1.410 2.201  0.451
O: 0.054 1.487 2.922  -0.698
C: -0.283 -1.445 -4.104  -0.475
H: -2.957 2.884 -0.859  0.388
C: 0.882 0.828 -0.789  0.833
C: -1.464 3.959 0.285  -1.417
H: -0.972 4.422 -0.568  0.373
H: -2.021 1.771 1.830  0.140
C: -1.164 -0.589 -3.503  -0.348
C: -1.387 -1.486 1.370  0.527
H: -2.183 4.662 0.697  0.444
C: 1.036 -1.572 -3.641  -0.763
C: 0.883 -3.430 1.842  -0.879
C: 0.827 0.841 2.248  0.506
H: 0.772 -2.325 -0.036  -0.240
H: 1.944 -3.170 1.827  0.343
H: 2.479 -0.917 -2.199  0.426
H: 0.845 -2.534 3.812  0.423
H: -2.179 -0.477 -3.848  0.490
C: 0.584 0.048 -1.933  0.532
H: -0.688 -3.244 3.320  0.383
C: 0.263 -3.152 0.465  -0.013
N: -1.622 1.032 -1.811  -0.615
H: 1.809 2.554 1.396  0.332
H: -1.674 -2.712 -0.378  0.525
C: -2.171 2.671 -0.129  0.450
C: 0.167 -2.668 2.968  -1.173
S: 2.457 0.714 -0.006  -0.290
H: -3.521 2.660 1.552  0.498
C: 1.468 -0.836 -2.571  -0.666
N: 0.016 1.626 -0.234  -0.221
C: -1.214 -2.803 0.608  -1.046
H: 1.709 -2.256 -4.135  0.421
H: 0.824 -4.498 2.060  0.398
H: -1.721 -3.612 1.136  0.383
H: -0.600 -2.037 -4.951  0.413

=====

Winner for stability: run C

=====

Run A
ORCA calculation (ωB97M-V with the def2-TZVPD basis set) on C4H5NO3S as an isolated structure.

HOMO level = -9.2 eV
orbital gap = 10.016 eV
lowest unoccupied orbital energy = 0.77 eV

Last column: Mulliken charge in e.
Cartesian coordinates (Å):
C: 1.104 -1.339 0.098  -0.059
O: 1.071 -0.054 0.466  -0.365
H: -1.414 2.039 -0.487  0.321
C: 0.200 -1.763 -0.820  -0.377
C: -0.989 1.384 0.298  -0.668
S: -1.998 -0.187 0.086  1.024
H: 0.776 0.984 -1.096  0.408
O: -1.977 -1.029 1.245  -0.544
N: -0.700 -0.446 -1.035  -0.286
H: -0.025 -2.767 -1.254  0.325
H: 1.697 -1.898 0.825  0.371
C: 0.104 0.586 -0.363  0.062
O: -3.230 0.034 -0.590  -0.598
H: -0.749 1.540 1.352  0.384

=====

Run B
ORCA calculation (ωB97M-V with the def2-TZVPD basis set) on one molecule with the formula C4H5NO3S.

HOMO level = -9.5 eV
orbital gap = 9.772 eV
lowest unoccupied orbital energy = 0.23 eV

Last column: Mulliken charge in e.
Cartesian coordinates (Å):
C: -1.365 1.408 -0.770  -0.059
N: 0.670 -1.570 0.161  -0.116
H: -1.114 -1.064 -0.686  0.367
H: -1.278 -1.303 1.039  0.277
H: -1.437 2.504 -0.665  0.368
H: -0.618 1.348 1.155  0.379
O: -1.982 0.831 -1.597  -0.454
C: 1.762 -0.867 -0.079  0.529
O: 1.759 1.619 1.103  -0.572
S: 1.332 1.015 -0.166  0.384
C: -0.604 -0.822 0.211  -0.801
H: 0.526 -2.506 0.333  0.179
O: 2.869 -1.280 -0.274  -0.550
C: -0.517 0.687 0.234  0.069

=====

Winner for stability: run B